(1)
Molecular formula: C3H7N4O2
Method: DFT, wB97M-V/def2-TZVPD

Output
SMILES = NC(=[NH2+])NC(=[NH2+])C(=O)[O-]
total charge = +1
Kohn-Sham gap = 10.4 eV

Each line ends with the Löwdin charge.
Geometry (Å):
N: 0.107411 -2.051000 0.798536  0.174
C: -0.381022 -1.049746 -0.023456  -0.449
N: -1.300508 -1.297526 -0.937344  0.206
N: -0.434251 0.228117 0.641910  0.158
C: 0.362504 1.228566 0.243885  -0.172
N: 0.261091 2.429800 0.677938  0.246
C: 1.313322 0.806741 -1.035387  -0.535
O: 2.083311 1.617377 -1.420446  0.152
O: 1.021287 -0.400898 -1.264681  0.052
H: 0.158750 -3.116588 0.556450  0.192
H: 0.857758 -1.638822 1.369874  0.132
H: -1.721286 -0.502674 -1.424989  0.155
H: -1.604370 -2.269082 -1.055905  0.154
H: -0.923548 0.160240 1.557535  0.201
H: 0.804547 3.043333 0.118262  0.127
H: -0.604995 2.812160 1.197818  0.206

Cartesian forces, eV/Å:
N 0.3 -0.2 -1.0
C 0.7 -1.2 0.4
N -0.8 -0.5 0.3
N 0.3 -0.2 0.7
C -1.0 -1.6 -0.8
N -2.2 0.9 1.2
C -1.0 -1.1 1.9
O 0.5 1.0 -0.6
O 0.1 0.1 0.1
H -0.1 3.1 0.3
H -0.4 -1.1 -0.2
H 0.1 -0.9 0.1
H 0.1 0.9 -0.4
H 0.4 0.5 -1.0
H 0.7 1.2 -0.2
H 2.2 -0.8 -1.0

(2)
Molecular formula: C3H7N4S
Method: DFT, wB97M-V/def2-TZVPD

Output
total charge = +1
Kohn-Sham gap = 5.7 eV

Each line ends with the Löwdin charge.
Geometry (Å):
C: 3.565383 -0.784919 0.188653  -0.134
C: 1.617614 0.135001 -0.493897  -0.893
C: -4.386770 0.023144 0.446012  0.220
N: 3.780867 0.488305 0.189376  0.096
N: 2.600875 1.026338 -0.299316  0.024
N: 2.267053 -1.084538 -0.194862  0.094
N: -3.183665 0.417764 0.149147  0.202
S: 0.122926 0.342261 -1.128897  0.538
H: 4.133971 -1.506830 0.598414  0.096
H: -5.149361 0.701217 0.484580  0.100
H: -4.502956 -0.985371 0.426244  0.094
H: 1.899514 -1.991883 -0.442161  0.148
H: 2.514279 2.021395 -0.331500  0.150
H: -2.980912 1.373078 0.027600  0.117
H: -2.298823 -0.174966 0.380612  0.148

Cartesian forces, eV/Å:
C -3.0 2.1 -0.9
C 2.1 -1.7 0.1
C 4.4 1.2 -1.8
N -0.4 -0.1 -0.4
N 0.5 -0.6 0.8
N -0.1 1.7 -0.3
N 0.0 -2.4 2.3
S -1.4 0.2 -0.1
H 2.3 -2.1 1.0
H -2.0 1.7 0.0
H -0.7 -2.9 0.8
H -0.1 0.2 0.2
H -0.1 0.3 -0.1
H 0.3 1.6 -0.2
H -1.7 0.9 -1.4

(3)
Molecular formula: C3H7N4S
Method: DFT, wB97M-V/def2-TZVPD

Output
total charge = +1
Kohn-Sham gap (spin up / spin down) = 8.9 / 8.9 eV

Each line ends with the Löwdin charge.
Geometry (Å):
C: 2.087278 0.170244 0.338172  -0.211
C: 0.754904 -1.403405 -0.870390  -0.139
C: -0.732720 0.104281 0.337796  -0.428
N: 1.826965 -0.860600 -0.424777  0.118
N: 1.429086 1.293912 0.503310  -0.194
N: -0.420213 -1.147030 -0.300279  0.029
N: -2.775846 0.270523 -0.247745  0.089
S: 0.004883 1.379323 -0.526731  1.032
H: 2.890549 0.087859 1.033111  0.146
H: 0.892813 -2.299386 -1.563516  0.187
H: -0.840150 0.346692 1.353619  0.080
H: 1.855351 2.072317 1.053910  0.161
H: -1.160383 -1.751359 -0.448660  0.117
H: -3.174785 0.667331 0.617443  0.029
H: -2.637726 1.069301 -0.855262  -0.018

Cartesian forces, eV/Å:
C 0.1 -0.8 0.8
C -0.4 -1.6 0.4
C -4.3 -0.6 -3.0
N 1.9 1.3 0.0
N -0.3 0.9 -1.3
N 0.7 0.7 0.7
N 3.5 -0.6 1.4
S 1.0 2.3 0.4
H 1.0 -0.4 0.2
H -0.7 1.5 0.8
H 0.1 -0.8 1.4
H -0.8 -0.8 -0.7
H -1.9 -1.4 -0.4
H 0.3 -0.1 -0.3
H -0.2 0.3 -0.3

(4)
Molecular formula: C3H7N5
Method: DFT, wB97M-V/def2-TZVPD

Output
Kohn-Sham gap = 9.0 eV

Each line ends with the Löwdin charge.
Geometry (Å):
C: 1.295004 0.143059 -0.159853  -0.519
C: -0.587751 1.519028 -0.238163  -0.341
C: -1.869416 -1.357377 -0.022488  -0.110
H: 1.267699 -1.793483 -0.393411  0.160
H: 3.019599 -1.356979 -0.069423  0.126
H: 2.744956 1.268115 0.390505  0.019
H: -0.090471 2.584229 -0.330722  0.152
H: -2.116362 0.735835 0.432818  0.044
H: -2.178445 -2.297249 0.925249  0.174
H: -2.775751 -0.771209 -0.525280  0.115
N: 2.046978 -0.980730 -0.091962  0.097
N: 1.712378 1.423168 0.339436  0.027
N: -0.032854 0.223609 -0.504903  -0.021
N: -1.757358 1.715557 0.069946  0.078
N: -0.678204 -1.055571 0.178253  -0.002

Cartesian forces, eV/Å:
C 4.1 7.2 3.7
C 1.5 2.9 -1.2
C -3.7 -1.4 3.0
H 3.3 2.2 1.2
H -1.3 1.8 0.0
H -0.7 0.6 0.3
H 0.2 -3.1 -0.8
H 0.0 2.5 -1.0
H 0.6 2.6 -3.5
H 2.2 -1.5 0.7
N -4.5 -4.7 -2.3
N 1.1 -5.5 -2.2
N -0.8 -3.2 0.8
N -3.8 -2.9 2.7
N 1.7 2.4 -1.3

(5)
Molecular formula: C3H7N5
Method: DFT, wB97M-V/def2-TZVPD

Output
SMILES = [H]/N=c1/cn[nH]n1NC
Kohn-Sham gap = 9.3 eV

Each line ends with the Löwdin charge.
Geometry (Å):
H: -1.181097 -2.261791 -0.298415  0.076
N: -0.079329 -2.142408 -0.300802  0.065
C: 0.453651 -0.919734 -0.403331  -0.438
C: 1.884657 -0.755697 -0.110580  -0.079
N: 2.264673 0.437743 -0.374513  0.051
N: 1.200406 1.248461 -0.668107  0.004
N: 0.124661 0.389240 -0.683767  -0.134
N: -1.201273 0.948714 -0.303711  -0.043
C: -1.409550 0.520265 1.105054  -0.127
H: 2.501284 -1.566739 0.187262  0.103
H: 1.166230 1.746833 -1.519696  0.127
H: -1.734822 0.779402 -1.150971  0.107
H: -0.633699 1.314219 1.650115  0.123
H: -0.922936 -0.524398 1.425666  0.096
H: -2.432858 0.785892 1.445797  0.070

Cartesian forces, eV/Å:
H 2.9 1.0 -0.5
N -2.0 2.4 0.2
C 0.3 -2.5 0.8
C -1.2 0.7 -1.3
N 1.8 0.9 -0.3
N -0.3 -1.8 2.3
N -4.7 -0.4 -0.2
N 3.1 -1.2 -0.6
C 2.6 1.6 1.4
H 0.7 -0.2 0.2
H 1.1 0.7 -1.1
H -0.9 -0.6 1.0
H -2.2 -2.0 -0.9
H -1.9 2.0 -1.0
H 0.7 -0.7 -0.2

(6)
Molecular formula: C3H7N5
Method: DFT, wB97M-V/def2-TZVPD

Output
SMILES = NC(=C=[NH2+])NC1=N[NH2+]1
total charge = +2
Kohn-Sham gap (spin up / spin down) = 9.1 / 9.1 eV

Each line ends with the Löwdin charge.
Geometry (Å):
N: -1.271377 -0.173730 1.889783  0.238
C: -0.657279 -0.124980 0.691057  -0.267
C: -1.425573 -0.312760 -0.435360  0.049
N: -2.134431 -0.900099 -1.268550  0.217
N: 0.662186 0.239347 0.633766  0.215
C: 1.432143 0.147242 -0.390242  -0.270
N: 1.852157 -0.188182 -1.515020  0.312
N: 2.650001 0.763537 -0.774803  0.208
H: -2.186784 -0.633430 1.893094  0.165
H: -1.052219 0.242562 2.700574  0.093
H: -2.387492 -1.999116 -1.219364  0.250
H: -2.587528 -0.259031 -2.009847  0.209
H: 0.916872 0.846731 1.411908  0.215
H: 2.571777 1.707416 -1.060123  0.170
H: 3.617546 0.644492 -0.546873  0.195

Cartesian forces, eV/Å:
N -1.8 -2.5 -3.9
C -3.0 -1.2 -0.7
C 1.8 0.9 1.5
N -1.7 -1.6 -1.3
N -0.7 0.6 2.1
C 2.5 0.0 -0.8
N -1.4 -1.6 -1.5
N 0.4 2.0 0.8
H 0.5 0.3 0.2
H 1.4 2.2 3.3
H 0.7 2.9 -0.5
H 0.4 -1.7 1.1
H 0.6 -0.1 -0.2
H -0.4 1.5 -0.9
H 0.8 -1.6 0.8

(7)
Molecular formula: C3H7N5O
Method: DFT, wB97M-V/def2-TZVPD

Output
SMILES = CC(=O)N(N)C#N.[H]/N=N/[H]
Kohn-Sham gap = 9.5 eV

Each line ends with the Löwdin charge.
Geometry (Å):
C: -0.857879 -0.342855 -1.231530  -0.002
C: -1.157703 0.907416 -0.472769  -0.458
O: -2.176222 1.549671 -0.517727  0.093
N: -0.148087 1.320897 0.405326  -0.095
N: -0.362419 2.467019 1.212247  0.108
C: 0.986020 0.659862 0.572235  -0.238
N: 2.047145 0.232945 0.727791  0.175
H: -1.728378 -0.612633 -1.821938  0.092
H: -0.598504 -1.159634 -0.554115  0.042
H: -0.006191 -0.185337 -1.889224  0.097
H: -0.022730 3.294926 0.721957  0.103
H: -1.372982 2.559751 1.318650  0.093
H: 0.484937 -3.748150 0.217135  0.053
N: 0.741149 -2.741265 0.224530  -0.041
N: 1.946379 -2.607866 0.429739  -0.018
H: 2.225465 -1.594746 0.657692  -0.004

Cartesian forces, eV/Å:
C -0.2 0.0 -0.1
C -0.2 -0.2 -0.1
O 0.0 0.0 -0.1
N -0.7 0.7 0.0
N 0.2 0.0 0.2
C 0.9 0.3 0.3
N -0.3 0.1 0.0
H 0.0 0.1 0.0
H 0.0 0.1 0.0
H 0.1 0.0 -0.1
H -0.1 -0.3 -0.1
H 0.2 -0.1 -0.1
H 0.5 0.2 -0.5
N -0.1 0.7 0.8
N 0.7 -0.3 0.9
H -0.9 -1.3 -1.0

(8)
Molecular formula: C3H7NO
Method: DFT, wB97M-V/def2-TZVPD

Output
SMILES = OC[C@H]1CN1
Kohn-Sham gap = 10.8 eV

Each line ends with the Löwdin charge.
Geometry (Å):
O: -1.655573 -0.709089 -0.488278  -0.078
C: -1.219659 0.542650 -0.026019  -0.246
C: 0.302417 0.582943 0.051619  -0.290
C: 0.957017 -0.570721 0.691754  -0.143
N: 0.938405 -0.454779 -0.765723  0.001
H: -0.976285 -0.985747 -1.130385  0.076
H: -1.617304 0.679261 0.987299  0.120
H: -1.609265 1.360958 -0.651825  0.112
H: 0.758000 1.569757 0.149886  0.138
H: 0.338758 -1.371053 1.085751  0.109
H: 1.909095 -0.398380 1.185589  0.104
H: 1.874393 -0.245800 -1.089668  0.097

Cartesian forces, eV/Å:
O 0.0 -0.1 -0.2
C 0.1 0.3 0.2
C -0.1 0.1 0.1
C 0.1 -0.2 0.3
N 0.2 -0.1 -0.2
H -0.2 -0.1 0.2
H 0.0 0.1 -0.2
H 0.1 -0.1 0.0
H 0.0 -0.3 -0.1
H 0.1 0.1 0.1
H -0.1 -0.1 0.0
H -0.2 0.4 -0.2

(9)
Molecular formula: C3H7NO
Method: DFT, wB97M-V/def2-TZVPD

Output
SMILES = CCNC=O
Kohn-Sham gap = 10.7 eV

Each line ends with the Löwdin charge.
Geometry (Å):
C: -1.262501 -1.381859 -0.646264  -0.095
C: -1.038852 -0.568026 0.637152  -0.250
N: -0.160815 0.582421 0.441309  0.009
C: 1.093139 0.467685 -0.067048  -0.376
O: 1.860308 1.394775 -0.226348  0.010
H: -1.474941 -0.704106 -1.478080  0.081
H: -0.362129 -1.935265 -0.901245  0.058
H: -2.090952 -2.068072 -0.477471  0.071
H: -0.637018 -1.213870 1.417573  0.108
H: -2.006552 -0.192765 0.966099  0.111
H: -0.345767 1.461384 0.903201  0.140
H: 1.358927 -0.562591 -0.381368  0.133

Cartesian forces, eV/Å:
C 0.3 0.5 0.3
C -0.1 0.0 -0.3
N 0.3 -0.2 0.0
C 0.1 0.1 -0.3
O -0.1 -0.2 0.2
H -0.2 -0.2 0.1
H -0.1 -0.2 -0.1
H 0.1 -0.1 -0.2
H -0.1 -0.1 0.1
H 0.1 0.1 0.1
H -0.2 -0.1 -0.1
H -0.1 0.2 0.1

(10)
Molecular formula: C3H7NO
Method: DFT, wB97M-V/def2-TZVPD

Output
SMILES = CC=O.C=N
Kohn-Sham gap = 10.9 eV

Each line ends with the Löwdin charge.
Geometry (Å):
C: 1.197588 1.471490 1.518243  -0.059
C: 1.041647 0.751329 2.809112  -0.328
O: 0.570002 -0.357840 2.890236  0.028
H: 2.249493 1.591645 1.219190  0.084
H: 0.905697 2.502652 1.732772  0.079
H: 0.752881 0.970965 0.667233  0.081
H: 1.198510 1.276599 3.767422  0.114
C: -1.947082 -1.527201 -3.024908  -0.143
N: -0.678614 -1.413430 -3.062940  0.010
H: -2.518252 -0.749475 -3.523986  0.053
H: -2.435290 -2.347135 -2.509157  0.058
H: -0.336579 -2.169600 -2.483222  0.022

Cartesian forces, eV/Å:
C 1.3 0.8 0.1
C -1.0 -0.9 0.2
O 0.3 -0.1 -0.1
H 0.1 -0.2 0.4
H -0.5 0.0 -0.6
H -0.6 0.1 0.2
H 0.5 0.4 -0.2
C 0.9 0.6 -0.3
N -0.9 -0.1 0.4
H -0.4 -0.2 -0.1
H -0.4 0.0 0.1
H 0.7 -0.3 0.0